Entry 1:
This record from the Open Molecules 2025 dataset describes one molecule with the formula C14H16Cl3NO3 at a distorted geometry. The level of theory is ωB97M-V/def2-TZVPD.

Structure (ORCA input):
```
! wB97M-V def2-TZVPD RIJCOSX def2/J DEFGRID3
* xyz 0 1
C -0.211 1.385 1.157
H 2.928 5.247 -1.111
C 1.860 2.746 1.201
H -1.306 -3.246 -2.502
H -2.050 -1.987 -4.581
H 0.209 3.240 0.071
C 0.605 2.455 0.703
H -0.866 -0.787 -2.920
H -3.485 -1.963 -3.656
C 2.347 4.374 -0.856
Cl 0.624 -4.459 1.611
H -2.403 -0.399 -1.920
N -1.002 -1.657 0.397
C -2.643 -1.380 -3.931
H -2.013 -1.754 0.569
H -2.380 -2.786 -1.435
H -2.881 -0.504 -4.492
C -1.563 -2.441 -1.917
H 3.126 2.284 2.840
H 1.850 0.189 3.415
H 1.298 4.785 -0.931
C -0.608 -2.058 -0.767
O 0.554 -2.236 -0.965
C -1.859 -1.118 -2.626
C 0.327 0.451 2.021
H 2.473 3.525 -1.544
O -0.430 -0.620 2.480
H 0.891 -1.840 1.482
C -0.359 -3.125 2.424
H -1.221 1.344 0.854
C 1.642 0.758 2.527
C 2.343 1.898 2.225
O 3.494 4.406 1.279
Cl -2.020 -3.626 2.567
C -0.173 -1.803 1.689
Cl 0.285 -3.110 4.045
C 2.616 3.816 0.597
*
```

The HOMO-LUMO gap is 9.547 eV. As for the relative energy (zero: lowest compared OMol25 entry of this formula, charge and spin): 1.9876 eV. Its total energy is -2204.05831 Eh. The HOMO energy is -9.59 eV. The value obtained for the LUMO energy is -0.04 eV. The SMILES is CCCC(=O)N[C@@H](Oc1ccc(C(C)=O)cc1)C(Cl)(Cl)Cl.

=====

Entry 2:
This record from the Open Molecules 2025 dataset describes a 3-piece molecular cluster, C3H6ClNO2 overall at a distorted geometry. The level of theory is ωB97M-V/def2-TZVPD.

Structure (ORCA input):
```
! wB97M-V def2-TZVPD RIJCOSX def2/J DEFGRID3
* xyz 0 1
Cl -0.574 -2.632 1.023
H -1.229 1.029 0.749
H -0.693 1.958 -1.828
N -0.867 0.943 -0.174
H 1.677 -2.065 1.159
O -2.996 -2.497 -1.061
O -1.305 -2.507 -2.571
C 1.088 -2.205 0.321
C -1.110 1.965 -0.881
H 0.981 -1.385 -0.408
C -2.158 -2.500 -1.829
H 1.460 -3.099 -0.225
H -1.584 2.972 -0.765
*
```

The HOMO-LUMO gap is 11.202 eV. As for the relative energy (zero: lowest compared OMol25 entry of this formula, charge and spin): 0.8856 eV. Its total energy is -783.32042 Eh. The HOMO energy is -10.42 eV. The value obtained for the LUMO energy is 0.78 eV. The SMILES is O=C=O.C=N.CCl.

=====

Entry 3:
This record from the Open Molecules 2025 dataset describes a 2-piece molecular cluster, C3H9N3O2 overall at a distorted geometry. The level of theory is ωB97M-V/def2-TZVPD.

Structure (ORCA input):
```
! wB97M-V def2-TZVPD RIJCOSX def2/J DEFGRID3
* xyz 0 1
O 0.788 -0.086 -2.538
N 0.727 1.343 -0.229
N -0.106 0.556 3.252
H 0.809 -1.704 -4.141
C 0.229 0.625 0.878
H -0.620 -2.584 -3.757
H -0.269 1.667 -0.062
O -1.018 -1.166 -1.704
C -0.390 1.207 1.984
H -1.187 1.914 1.934
H 0.345 1.158 3.942
H 0.611 -0.139 2.986
H 0.758 0.748 -1.082
N 0.169 -2.056 -3.438
C -0.019 -1.047 -2.442
H -0.824 0.005 3.744
H -0.005 -0.441 0.673
*
```

The HOMO-LUMO gap is 6.675 eV. As for the relative energy (zero: lowest compared OMol25 entry of this formula, charge and spin): 6.2055 eV. Its total energy is -434.29812 Eh. The HOMO energy is -7.70 eV. The value obtained for the LUMO energy is -1.03 eV.

=====

Entry 4:
This record from the Open Molecules 2025 dataset describes a 2-piece molecular cluster, C6H16O2 overall at a distorted geometry. The level of theory is ωB97M-V/def2-TZVPD.

Structure (ORCA input):
```
! wB97M-V def2-TZVPD RIJCOSX def2/J DEFGRID3
* xyz 0 1
H 1.064 -1.782 3.189
H -0.912 5.171 -2.177
H 1.108 0.866 -3.021
C 1.326 1.919 -2.776
H -0.138 5.903 -3.617
C -0.528 4.964 -3.190
H -2.831 -3.232 2.699
H -1.364 4.612 -3.818
O -0.917 -2.352 2.963
C 0.469 -2.710 3.287
O 0.454 4.032 -3.100
C -1.871 -3.400 3.215
H 0.455 -4.638 2.340
C 0.935 -3.663 2.153
H 0.749 -3.374 1.105
C 0.086 2.778 -2.655
H 2.022 -3.772 2.300
H -2.058 -3.444 4.301
H -1.461 -4.371 2.889
H 1.964 1.946 -1.877
H -0.734 2.395 -3.291
H 1.884 2.367 -3.616
H -0.304 2.870 -1.623
H 0.602 -3.088 4.318
*
```

The HOMO-LUMO gap is 10.586 eV. As for the relative energy (zero: lowest compared OMol25 entry of this formula, charge and spin): 1.9000 eV. Its total energy is -388.61090 Eh. The HOMO energy is -9.63 eV. The value obtained for the LUMO energy is 0.95 eV. The SMILES is CCOC.CCOC.

=====

Entry 5:
This record from the Open Molecules 2025 dataset describes C40H33FeN5O3STe as an isolated structure at a distorted geometry. The level of theory is ωB97M-V/def2-TZVPD.

Structure (ORCA input):
```
! wB97M-V def2-TZVPD RIJCOSX def2/J DEFGRID3
* xyz 1 2
H -0.820 0.476 5.691
C 1.102 2.497 -1.676
O -0.406 1.303 -0.370
C 3.435 -3.753 -1.683
C 3.339 -2.375 0.726
C 3.293 1.599 -2.234
H -0.225 -3.539 -0.928
C -3.272 -1.802 2.334
S -3.226 2.399 1.591
H -1.077 0.747 -2.517
C 2.483 -2.024 -0.312
C 0.100 -2.266 -4.625
C -1.873 5.655 1.215
C -4.303 -3.802 3.139
N -1.824 -0.587 3.530
N -2.663 1.219 0.896
N -2.200 -0.852 2.374
O -0.144 3.869 -3.099
C -0.702 4.957 1.479
H -3.316 6.212 -0.270
N 0.384 -1.156 0.502
H 4.898 -3.694 1.370
H 4.688 0.930 -3.730
H 0.403 -3.109 -5.233
C 4.273 -4.119 -0.638
H -4.318 -4.643 3.818
H -2.368 6.197 2.010
N -0.199 0.656 2.400
H -6.118 -2.419 0.632
C -4.288 -1.622 1.403
C 0.064 -2.509 0.960
H -2.495 -2.969 3.959
H 3.312 -1.823 1.659
H -0.286 4.959 2.478
H 0.953 -3.113 1.136
H 0.276 1.120 -4.533
H 0.856 3.740 0.650
H -0.469 -2.430 1.905
H -0.927 -3.491 -3.203
H 4.686 2.672 -3.471
C -0.648 -2.480 -3.477
C 1.481 -0.929 -0.140
H -1.396 -3.999 0.326
C 2.305 2.576 -2.351
C -0.077 4.256 0.463
C -5.312 -2.555 1.340
H 2.249 2.610 3.553
C -1.780 4.960 -1.084
C -5.309 -3.651 2.192
H 3.749 -0.276 -1.354
C -3.281 -2.873 3.223
C 0.075 3.561 -1.945
H 2.473 3.441 -2.984
H 1.038 -0.811 -5.891
C -0.729 -0.098 -3.093
C -1.038 -1.394 -2.699
C 0.866 1.459 2.410
H 4.962 -4.943 -0.761
H 1.894 -2.403 -2.341
C 2.541 -2.704 -1.524
C 0.026 0.108 -4.240
O -2.654 2.796 2.875
C -0.749 0.318 3.568
H 1.306 1.693 1.453
C 3.004 0.502 -1.449
C 1.383 1.965 3.590
H -6.102 -4.383 2.130
H 5.448 1.604 -2.294
C -0.818 -3.176 -0.089
C 1.770 0.340 -0.794
C -0.310 0.784 4.790
C 4.233 -3.422 0.561
C 4.599 1.709 -2.971
C -0.615 4.248 -0.821
C 0.777 1.643 4.794
C -2.410 5.658 -0.065
H -4.318 -0.716 0.812
H 1.147 2.052 5.725
H 3.483 -4.278 -2.627
Te -2.172 -1.748 -0.955
H -2.175 4.961 -2.091
C 0.798 1.365 -0.886
C 0.449 -0.974 -4.998
Fe -1.189 0.093 0.787
*
```

The HOMO-LUMO gap (alpha / beta) is 6.200 / 6.223 eV. As for the relative energy (zero: lowest compared OMol25 entry of this formula, charge and spin): 0.3060 eV. Its total energy is -3973.27218 Eh. The HOMO energy (alpha / beta) is -10.46 / -10.51 eV. The value obtained for the LUMO energy (alpha / beta) is -4.26 / -4.29 eV.

=====

Which of these has the highest relative energy (zero: lowest compared OMol25 entry of this formula, charge and spin)?
C3H9N3O2